(1)
Here is a cluster of 2 separate species, C6H12O in total from the OMol25 dataset. Energies are from wB97M-V/def2-TZVPD.

Last column: natural (NBO) charge in e.
Geometry (Å):
C 1.357 -1.017 1.843  -0.566
C 0.952 0.215 1.534  0.167
O -0.316 0.671 1.411  -0.503
C -1.335 -0.285 1.602  -0.261
H 2.420 -1.217 1.900  0.215
H 0.681 -1.843 2.035  0.203
H 1.654 1.020 1.337  0.189
H -1.293 -0.709 2.614  0.181
H -1.248 -1.099 0.869  0.178
H -2.283 0.236 1.461  0.198
C 1.022 -0.415 -1.819  -0.404
C 0.388 0.748 -1.927  -0.170
C -1.098 0.929 -1.831  -0.650
H 0.481 -1.345 -1.650  0.187
H 2.104 -0.487 -1.883  0.199
H 0.972 1.655 -2.087  0.191
H -1.501 1.395 -2.739  0.216
H -1.605 -0.032 -1.687  0.205
H -1.352 1.580 -0.985  0.223

Properties
* Kohn-Sham gap: 9.894 eV
* SMILES: C=COC.C=CC
* HOMO energy: -8.858 eV
* strongest force on any atom: 0.25 eV Å⁻¹

---

(2)
Here is a structure of composition C5H7NO from the OMol25 dataset. Energies are from wB97M-V/def2-TZVPD.

Last column: natural (NBO) charge in e.
Geometry (Å):
O -0.011 2.420 -0.166  -0.708
C -0.349 1.139 -0.613  0.086
C 0.679 0.004 -0.630  -0.089
C 0.561 -0.329 0.879  -0.231
C 0.209 -1.757 0.493  -0.236
N -0.483 -0.999 -0.610  -0.356
C -0.845 0.105 0.392  -0.085
H -0.236 3.039 -0.869  0.478
H -0.958 1.153 -1.526  0.169
H 1.547 -0.162 -1.275  0.199
H 1.149 0.051 1.721  0.203
H 1.006 -2.411 0.120  0.184
H -0.488 -2.317 1.127  0.185
H -1.779 0.064 0.959  0.200

Properties
* Kohn-Sham gap: 10.092 eV
* HOMO energy: -9.270 eV
* strongest force on any atom: 0.53 eV Å⁻¹

---

(3)
Here is the ion C24H38N2 with charge +2 from the OMol25 dataset. Energies are from wB97M-V/def2-TZVPD.

Last column: natural (NBO) charge in e.
Geometry (Å):
C -2.249 -6.071 2.760  -0.601
C -2.730 -5.186 1.619  -0.392
C -4.188 -5.462 1.267  -0.394
H -4.821 -5.231 2.126  0.200
H -4.297 -6.530 1.067  0.220
C -4.690 -4.702 0.040  -0.386
C -4.792 -3.190 0.271  -0.409
C -5.454 -2.509 -0.922  -0.400
H -4.865 -2.683 -1.825  0.210
H -6.438 -2.949 -1.081  0.245
C -5.666 -0.997 -0.725  -0.224
N -4.404 -0.288 -0.726  -0.236
C -3.763 -0.041 0.424  0.110
C -2.537 0.587 0.445  -0.196
C -1.933 0.992 -0.752  0.028
C -2.623 0.703 -1.939  -0.195
C -3.839 0.062 -1.891  0.103
H -4.384 -0.170 -2.794  0.257
H -2.206 0.957 -2.900  0.256
C -0.653 1.702 -0.764  0.025
C 0.351 1.433 0.176  -0.194
C 1.534 2.134 0.142  0.104
N 1.759 3.092 -0.769  -0.233
C 0.820 3.368 -1.685  0.112
C -0.381 2.698 -1.713  -0.196
H -1.115 2.977 -2.452  0.256
H 1.041 4.147 -2.401  0.255
C 3.037 3.766 -0.809  -0.236
H 3.420 3.874 0.207  0.246
H 2.911 4.756 -1.250  0.237
C 4.045 2.960 -1.646  -0.404
C 5.368 3.712 -1.792  -0.396
C 6.129 3.996 -0.497  -0.403
C 6.598 2.758 0.276  -0.410
C 5.639 2.272 1.364  -0.385
C 6.275 1.178 2.214  -0.603
H 5.585 0.834 2.981  0.210
H 6.557 0.329 1.597  0.209
H 7.169 1.552 2.705  0.221
H 4.722 1.874 0.917  0.149
H 5.368 3.113 2.008  0.198
H 6.803 1.944 -0.421  0.202
H 7.541 3.002 0.768  0.225
H 7.011 4.572 -0.785  0.236
H 5.544 4.644 0.160  0.188
H 5.183 4.659 -2.303  0.212
H 6.007 3.113 -2.443  0.230
H 4.219 1.989 -1.181  0.215
H 3.627 2.789 -2.641  0.215
H 2.318 1.941 0.860  0.259
H 0.223 0.664 0.921  0.256
H -2.074 0.789 1.398  0.256
H -4.253 -0.337 1.339  0.260
H -6.175 -0.821 0.224  0.237
H -6.287 -0.611 -1.536  0.241
H -3.790 -2.784 0.434  0.185
H -5.386 -3.013 1.170  0.207
H -4.027 -4.896 -0.805  0.201
H -5.679 -5.080 -0.220  0.214
H -2.607 -4.138 1.908  0.173
H -2.105 -5.359 0.738  0.195
H -2.321 -7.121 2.484  0.214
H -2.857 -5.917 3.649  0.208
H -1.214 -5.853 3.007  0.212

Properties
* net charge: +2
* Kohn-Sham gap: 7.356 eV
* HOMO energy: -15.216 eV
* strongest force on any atom: 1.60 eV Å⁻¹

---

(4)
Here is a structure of composition C24H36N2NiSi from the OMol25 dataset. Energies are from wB97M-V/def2-TZVPD.

Last column: natural (NBO) charge in e.
Geometry (Å):
C 1.732 3.160 0.631  -0.374
C 2.301 1.931 1.123  -0.368
C 2.782 1.204 -0.009  -0.338
H 2.348 1.611 2.157  0.229
C 2.529 1.976 -1.180  -0.324
C 1.936 3.206 -0.785  -0.353
H 1.701 4.047 -1.431  0.227
H 1.313 3.965 1.220  0.235
H 3.300 0.248 0.006  0.235
H 2.793 1.688 -2.194  0.234
Ni 0.747 1.557 -0.219  1.145
C 0.258 0.013 -1.249  -1.182
H 0.999 -0.213 -2.025  0.195
H -0.739 0.163 -1.681  0.182
H 0.290 -0.781 -0.492  0.193
Si -1.000 -3.330 -1.008  1.148
C -0.920 -4.043 0.703  -0.482
C 0.244 -3.893 1.480  -0.144
H 1.116 -3.375 1.072  0.210
C 0.299 -4.442 2.766  -0.232
H 1.202 -4.319 3.360  0.213
C -0.789 -5.151 3.281  -0.216
H -0.747 -5.566 4.289  0.215
C -1.933 -5.328 2.495  -0.202
H -2.774 -5.900 2.881  0.211
C -2.005 -4.781 1.210  -0.205
H -2.883 -4.947 0.581  0.216
C 0.495 -3.850 -1.980  -0.488
C 1.102 -5.106 -1.781  -0.136
H 0.663 -5.825 -1.084  0.207
C 2.260 -5.443 -2.492  -0.238
H 2.728 -6.411 -2.326  0.212
C 2.811 -4.548 -3.415  -0.207
H 3.729 -4.805 -3.949  0.214
C 2.167 -3.335 -3.667  -0.217
H 2.568 -2.642 -4.405  0.212
C 0.989 -3.003 -2.990  -0.185
H 0.444 -2.092 -3.246  0.225
H -1.166 -1.871 -0.840  -0.160
H -2.220 -3.673 -1.798  -0.176
C -0.836 2.349 2.207  -0.427
N -1.130 1.833 0.837  -0.495
C -1.749 0.488 1.024  -0.418
C -2.136 2.673 0.094  -0.229
C -1.750 4.062 -0.413  -0.228
N -0.716 4.810 0.297  -0.457
C -0.082 5.786 -0.592  -0.409
C -1.179 5.479 1.526  -0.427
H -1.784 2.519 2.757  0.175
H -0.269 3.282 2.135  0.228
H -0.228 1.593 2.736  0.212
H -2.623 0.571 1.693  0.179
H -2.063 0.072 0.057  0.222
H -1.001 -0.177 1.470  0.215
H -2.416 2.077 -0.786  0.219
H -3.031 2.775 0.729  0.173
H -1.428 3.956 -1.456  0.206
H -2.675 4.668 -0.409  0.174
H -0.754 6.637 -0.796  0.168
H 0.835 6.151 -0.114  0.204
H 0.186 5.318 -1.546  0.203
H -1.615 6.468 1.300  0.179
H -1.915 4.868 2.060  0.204
H -0.309 5.649 2.181  0.200

Properties
* ⟨S²⟩: 2.0088
* multiplicity: 3
* Kohn-Sham gap (spin up / spin down): 6.713 / 8.592 eV
* HOMO energy (spin up / spin down): -5.994 / -7.882 eV
* strongest force on any atom: 1.62 eV Å⁻¹

---

(5)
Here is an isolated molecule of C4H10Si from the OMol25 dataset. Energies are from wB97M-V/def2-TZVPD.

Last column: natural (NBO) charge in e.
Geometry (Å):
C 1.356 -0.709 0.247  -0.614
C 0.145 0.011 0.056  -0.294
C 0.145 1.266 0.942  -0.608
C -1.133 -0.800 -0.109  -0.800
Si -0.778 0.246 -1.665  0.863
H 1.493 -1.549 -0.427  0.207
H 1.235 -1.269 1.152  0.202
H 2.180 -0.073 0.248  0.209
H -0.654 1.933 0.564  0.198
H 1.000 1.838 0.672  0.213
H -0.109 1.087 1.961  0.208
H -0.955 -2.030 -0.044  0.232
H -2.035 -0.635 0.604  0.239
H -0.225 -0.652 -2.587  -0.129
H -1.665 1.336 -1.611  -0.125

Properties
* Kohn-Sham gap: 9.197 eV
* SMILES: CC1(C)C[SiH2]1
* HOMO energy: -8.233 eV
* strongest force on any atom: 4.09 eV Å⁻¹

---

(6)
Here is a cluster of 2 separate species, C3H8BrFNO5PS in total from the OMol25 dataset. Energies are from wB97M-V/def2-TZVPD.

Last column: natural (NBO) charge in e.
Geometry (Å):
O -3.378 -0.239 2.539  -0.899
S -2.244 0.255 1.807  1.753
O -2.669 0.487 0.209  -0.332
F -3.210 -0.699 -0.351  -0.123
O -1.277 -1.010 1.486  -0.998
P -0.230 -1.614 2.665  1.396
O -0.558 -0.578 3.871  -1.022
Br -1.443 -3.392 3.310  -0.295
H -1.331 -0.805 4.413  0.519
C 1.166 -0.828 -2.075  -0.723
C 1.486 -0.062 -0.812  0.683
O 1.655 -0.625 0.257  -0.643
N 1.571 1.291 -0.906  -0.616
C 1.390 2.123 -2.080  -0.411
H 1.131 -1.885 -1.830  0.246
H 0.198 -0.525 -2.476  0.230
H 1.930 -0.664 -2.835  0.226
H 1.787 1.742 -0.031  0.399
H 2.297 2.693 -2.289  0.198
H 0.568 2.825 -1.929  0.199
H 1.162 1.510 -2.945  0.212

Properties
* Kohn-Sham gap: 9.604 eV
* HOMO energy: -9.763 eV
* strongest force on any atom: 0.47 eV Å⁻¹

---

(7)
Here is a structure of composition C31H53N4O3PPdS from the OMol25 dataset. Energies are from wB97M-V/def2-TZVPD.

Last column: Löwdin charge in e.
Geometry (Å):
Pd -1.358 1.580 0.396  0.890
N 4.283 -0.763 3.756  0.236
C 3.327 -0.073 2.795  -0.289
C 4.125 0.866 1.906  -0.106
C 3.174 1.566 0.929  -0.355
N 2.537 0.551 0.076  0.064
C 2.143 2.365 1.745  -0.090
C 1.318 1.499 2.708  -0.326
N 0.338 0.655 1.993  0.053
C 2.277 0.678 3.600  -0.096
H 4.967 -1.326 3.249  0.178
H 3.792 -1.370 4.413  0.176
H 4.797 -0.069 4.298  0.175
H 2.875 -0.857 2.191  0.151
H 4.894 0.322 1.346  0.133
H 4.619 1.628 2.519  0.138
H 3.759 2.265 0.330  0.147
H 3.247 0.101 -0.493  0.102
H 1.958 1.041 -0.602  0.052
H 1.458 2.896 1.087  0.087
H 2.685 3.115 2.324  0.138
H 0.748 2.146 3.373  0.148
H -0.160 0.051 2.638  0.071
H 0.837 0.102 1.297  0.055
H 1.690 -0.012 4.217  0.126
H 2.782 1.383 4.272  0.139
O 2.008 2.771 -1.956  0.085
C 1.054 3.379 -1.529  -0.503
N -0.070 2.813 -0.954  -0.142
S -1.062 3.953 -0.364  0.602
O -1.019 3.755 1.101  -0.357
O -2.383 3.780 -0.917  -0.292
C -0.192 5.368 -0.909  -0.223
C -0.461 6.717 -0.783  -0.010
C 0.479 7.593 -1.310  -0.034
C 1.633 7.120 -1.930  -0.023
C 1.882 5.756 -2.047  0.021
C 0.948 4.882 -1.530  -0.136
H -1.368 7.076 -0.312  0.132
H 0.307 8.658 -1.234  0.122
H 2.351 7.828 -2.325  0.121
H 2.777 5.373 -2.522  0.133
C -6.526 1.713 -1.276  -0.182
C -5.554 1.025 -2.250  -0.166
C -4.190 0.746 -1.598  -0.209
C -4.403 0.392 -0.112  -0.416
C -4.876 1.671 0.633  -0.196
C -5.751 2.561 -0.270  -0.175
P -2.840 -0.208 0.638  1.033
C -3.080 -0.431 2.455  -0.425
C -2.926 0.863 3.280  -0.230
C -2.650 0.488 4.744  -0.178
C -3.474 -0.748 5.162  -0.184
C -4.746 -0.855 4.320  -0.177
C -4.398 -1.135 2.845  -0.180
C -2.411 -1.883 0.014  -0.409
C -3.638 -2.809 -0.174  -0.180
C -4.024 -2.972 -1.644  -0.176
C -2.867 -3.559 -2.477  -0.171
C -1.485 -3.179 -1.915  -0.186
C -1.538 -1.805 -1.256  -0.220
H -7.122 0.968 -0.740  0.116
H -7.229 2.337 -1.825  0.116
H -5.408 1.644 -3.136  0.120
H -5.986 0.081 -2.590  0.112
H -3.544 1.621 -1.656  0.090
H -3.698 -0.058 -2.142  0.080
H -5.156 -0.394 -0.035  0.116
H -4.011 2.259 0.947  0.080
H -5.434 1.388 1.527  0.109
H -5.116 3.264 -0.813  0.108
H -6.431 3.147 0.347  0.119
H -2.243 -1.086 2.730  0.103
H -3.851 1.436 3.225  0.108
H -2.135 1.510 2.900  0.065
H -2.903 1.338 5.379  0.118
H -1.582 0.285 4.885  0.097
H -3.726 -0.689 6.220  0.115
H -2.888 -1.663 5.026  0.113
H -5.317 0.073 4.408  0.120
H -5.383 -1.655 4.693  0.120
H -5.220 -0.800 2.208  0.102
H -4.291 -2.211 2.696  0.115
H -1.788 -2.293 0.815  0.109
H -4.495 -2.453 0.399  0.087
H -3.386 -3.792 0.231  0.127
H -4.337 -2.009 -2.054  0.090
H -4.891 -3.629 -1.704  0.120
H -2.953 -3.205 -3.505  0.115
H -2.951 -4.646 -2.510  0.114
H -0.745 -3.183 -2.715  0.115
H -1.160 -3.917 -1.174  0.117
H -1.945 -1.086 -1.971  0.099
H -0.537 -1.454 -0.990  0.099

Properties
* ⟨S²⟩: 2.0044
* net charge: +2
* multiplicity: 3
* Kohn-Sham gap (spin up / spin down): 8.888 / 6.523 eV
* HOMO energy (spin up / spin down): -14.141 / -14.227 eV
* strongest force on any atom: 1.70 eV Å⁻¹

---

(8)
Here is a cluster of 2 separate species, C4H6N2O in total from the OMol25 dataset. Energies are from wB97M-V/def2-TZVPD.

Last column: natural (NBO) charge in e.
Geometry (Å):
C -0.956 0.153 1.745  -0.312
C -0.381 0.799 0.625  0.068
N 0.507 0.232 -0.215  -0.467
C 0.849 -0.988 0.130  0.253
N 0.369 -1.727 1.099  -0.447
C -0.474 -1.160 1.943  0.081
H -1.622 0.779 2.353  0.239
H -0.649 1.820 0.322  0.203
H 1.398 -1.499 -0.672  0.178
H -0.790 -1.825 2.757  0.204
O 0.813 1.405 -3.555  -0.953
H 0.888 1.110 -2.619  0.485
H 0.047 0.900 -3.913  0.466

Properties
* Kohn-Sham gap: 10.690 eV
* SMILES: c1cncnc1.O
* HOMO energy: -10.237 eV
* strongest force on any atom: 2.62 eV Å⁻¹

---

(9)
Here is a structure of composition C2H7N3O2 from the OMol25 dataset. Energies are from wB97M-V/def2-TZVPD.

Last column: natural (NBO) charge in e.
Geometry (Å):
C -0.256 1.385 -0.077  0.529
N -0.749 0.010 -0.283  -0.711
C -0.255 -1.085 0.367  0.795
N 1.517 1.070 -0.575  -0.918
N -1.145 -2.100 0.558  -0.832
O -0.225 1.879 1.027  -0.682
O 0.925 -1.226 0.649  -0.677
H 2.073 1.807 -0.162  0.395
H -1.741 -0.009 -0.497  0.387
H -0.542 1.963 -0.980  0.100
H 1.652 0.176 -0.068  0.438
H 1.698 0.969 -1.566  0.382
H -0.813 -2.900 1.067  0.407
H -2.138 -1.940 0.540  0.387

Properties
* Kohn-Sham gap: 9.856 eV
* HOMO energy: -9.111 eV
* strongest force on any atom: 0.98 eV Å⁻¹

---

(10)
Here is a structure of composition C4H10N2O from the OMol25 dataset. Energies are from wB97M-V/def2-TZVPD.

Last column: natural (NBO) charge in e.
Geometry (Å):
O -2.642 0.233 0.374  -0.675
C -1.482 0.424 0.900  0.153
C -0.311 -0.239 0.330  0.088
C 1.230 0.048 0.850  -0.438
C 2.117 0.004 -0.355  -0.241
N 1.487 0.862 -1.492  -0.818
N -0.654 -1.328 -0.496  -0.863
H -1.268 0.888 1.919  0.174
H -0.807 0.874 -0.034  0.264
H 1.320 1.006 1.473  0.227
H 1.604 -0.771 1.513  0.223
H 3.069 0.557 -0.128  0.202
H 2.355 -1.029 -0.620  0.208
H 1.068 1.620 -1.039  0.337
H 0.784 0.272 -1.898  0.361
H -1.612 -1.187 -0.729  0.410
H -0.535 -2.243 0.110  0.388

Properties
* Kohn-Sham gap: 9.494 eV
* HOMO energy: -8.900 eV
* strongest force on any atom: 3.90 eV Å⁻¹

---

(11)
Here is a cluster of 2 separate species, C19H26NSi in total from the OMol25 dataset. Energies are from wB97M-V/def2-TZVPD.

Last column: natural (NBO) charge in e.
Geometry (Å):
C 4.490 1.305 -0.954  -0.603
C 3.429 1.965 -1.826  -0.866
Si 1.706 2.003 -1.092  1.417
C 1.795 3.089 0.449  -1.104
C 0.648 2.962 -2.312  -0.862
C 0.499 2.340 -3.695  -0.601
H 1.163 0.595 -0.772  -0.258
H 5.445 1.270 -1.487  0.218
H 4.651 1.857 -0.024  0.209
H 4.213 0.279 -0.698  0.192
H 3.694 3.014 -2.023  0.238
H 3.365 1.487 -2.811  0.226
H 2.186 4.080 0.167  0.248
H 0.798 3.231 0.889  0.238
H 2.463 2.661 1.209  0.240
H -0.328 3.132 -1.839  0.225
H 1.118 3.954 -2.387  0.240
H -0.175 2.950 -4.305  0.219
H 1.458 2.283 -4.221  0.213
H 0.079 1.331 -3.641  0.180
C -0.116 -1.722 -1.840  -0.727
C 0.143 -1.938 -0.408  0.318
N -0.809 -1.854 0.520  -0.264
C -0.698 -2.392 1.831  0.176
C 0.287 -3.203 2.359  -0.221
C 0.186 -3.557 3.725  -0.183
C -0.890 -3.096 4.510  -0.170
C -1.907 -2.310 3.944  -0.162
C -1.823 -1.982 2.588  -0.089
C -2.680 -1.219 1.716  0.035
C -2.073 -1.188 0.431  0.073
C -2.675 -0.563 -0.647  -0.188
C -3.889 0.118 -0.418  -0.193
C -4.471 0.142 0.862  -0.164
C -3.874 -0.533 1.938  -0.184
H 0.705 -2.211 -2.388  0.265
H -1.051 -2.221 -2.144  0.266
H -0.141 -0.667 -2.169  0.286
H 1.009 -2.541 -0.109  0.228
H 1.098 -3.551 1.720  0.223
H 0.954 -4.189 4.179  0.242
H -0.928 -3.360 5.572  0.241
H -2.748 -1.941 4.535  0.235
H -2.224 -0.617 -1.634  0.230
H -4.373 0.634 -1.250  0.241
H -5.401 0.696 1.011  0.241
H -4.307 -0.525 2.939  0.235

Properties
* net charge: +1
* Kohn-Sham gap: 7.019 eV
* HOMO energy: -12.018 eV
* strongest force on any atom: 2.96 eV Å⁻¹

---

(12)
Here is an isolated molecule of C5H9NS from the OMol25 dataset. Energies are from wB97M-V/def2-TZVPD.

Last column: natural (NBO) charge in e.
Geometry (Å):
C -0.839 -1.321 -1.147  -0.623
C -0.797 -0.300 -0.113  -0.046
C -1.363 -0.669 1.354  -0.597
N -1.391 1.021 -0.539  -0.570
C 0.032 1.741 -0.169  -0.329
C 0.516 0.307 0.081  -0.024
S 2.039 -0.314 0.147  0.042
H -0.499 -2.209 -0.539  0.236
H -1.883 -1.146 -1.598  0.256
H 0.205 -1.112 -1.910  0.225
H -1.094 -1.584 1.700  0.220
H -0.951 0.242 1.795  0.206
H -2.542 -0.872 1.341  0.223
H -1.761 1.334 0.463  0.343
H -0.211 2.149 0.872  0.199
H 0.550 2.525 -0.734  0.242

Properties
* Kohn-Sham gap: 8.455 eV
* SMILES: CC1(C)NCC1=S
* HOMO energy: -8.798 eV
* strongest force on any atom: 4.98 eV Å⁻¹